Record 1
52
Properties=species:S:1:pos:R:3:forces:R:3:lowdin_charge:R:1 method="wB97M-V/def2-TZVPD" charge=0 orbital_gap_ev=6.88 multiplicity=1 e_homo_ev=-7.514
C -4.987 2.102 1.494 0.4674 -0.1135 -0.1243 -0.08
C -3.966 1.928 2.439 -0.1366 0.1911 -0.0968 -0.08
C -2.667 1.619 2.048 -0.0949 -0.2490 -0.1578 -0.02
C -2.349 1.438 0.690 -0.7656 0.0469 0.1659 -0.15
C -0.989 0.901 0.343 -0.2864 0.3998 0.1635 -0.38
C -0.630 0.722 -1.037 0.5060 1.6455 0.4570 -0.18
N 0.747 0.900 -1.335 0.9218 -0.6137 0.8253 -0.02
C 1.759 0.688 -0.444 -0.9006 0.1679 -0.1198 0.04
C 3.049 1.180 -0.653 0.8918 0.6954 -0.9368 -0.12
C 3.362 1.797 -1.914 0.0030 -0.3807 0.9222 -0.16
C 4.628 2.392 -2.097 0.6869 0.0405 0.3696 -0.03
C 5.558 2.407 -1.061 -0.5752 -0.0877 -0.5209 -0.07
C 5.256 1.801 0.182 -0.5315 -0.3186 0.1184 -0.07
C 4.035 1.177 0.382 0.1530 0.1300 -0.1580 -0.01
C 2.342 1.779 -2.893 -1.0008 -0.1451 -0.2198 0.02
C 1.076 1.333 -2.600 0.9313 0.4874 -0.0123 -0.01
O -0.251 0.632 1.307 0.1559 -0.1551 -0.3973 0.01
C -3.354 1.674 -0.255 0.1154 -0.0296 0.3254 -0.04
C -4.658 1.983 0.141 0.1250 0.1267 0.0603 -0.08
H -6.014 2.335 1.802 0.4926 -0.1189 -0.1308 0.10
H -4.177 2.034 3.502 -0.0305 -0.0045 -0.2246 0.10
H -1.900 1.467 2.811 -0.1797 -0.0197 -0.3623 0.12
H -1.244 1.196 -1.804 0.3259 -0.0526 0.4098 0.07
H 1.524 0.248 0.517 -0.3412 0.0615 -0.3308 0.12
H 4.874 2.839 -3.064 -0.0974 -0.0990 0.3236 0.12
H 6.531 2.882 -1.197 -0.3147 -0.1222 -0.0278 0.11
H 5.995 1.836 0.986 -0.2993 -0.0670 -0.2779 0.11
H 3.783 0.707 1.340 0.1512 0.2196 -0.3717 0.12
H 2.526 2.181 -3.886 -0.0002 -0.1319 0.1539 0.12
H 0.243 1.355 -3.291 0.2287 0.0551 -0.0182 0.13
H -3.098 1.604 -1.308 -0.3289 -0.0566 0.0986 0.09
H -5.413 2.139 -0.623 0.0316 -0.0253 0.1009 0.10
F -3.368 -2.737 -3.752 0.4126 -0.0053 0.9677 0.07
C -2.771 -2.789 -2.531 0.0788 -0.1504 0.0370 -0.79
F -3.717 -3.064 -1.597 0.5765 -0.0863 -0.9095 0.09
F -1.878 -3.814 -2.531 -0.8411 0.3682 -0.1853 0.08
S -1.915 -1.197 -2.155 0.0523 -1.4810 0.8297 1.15
N -1.158 -1.921 -0.761 -0.8317 0.5092 -1.9873 -0.22
C 0.225 -2.198 -0.737 0.3832 0.0268 -0.7555 -0.39
O 1.010 -2.062 -1.662 -1.1713 -0.2713 1.2538 0.11
C 0.460 -2.598 0.670 0.4108 0.2023 0.5782 -0.09
C -0.723 -2.454 1.390 0.7310 -0.0405 0.6985 -0.09
C -0.753 -2.570 2.769 0.0942 -0.1978 -0.1003 0.02
C 0.449 -2.892 3.419 0.1573 0.0032 -0.4216 -0.05
C 1.649 -3.040 2.688 -0.5748 0.1906 -0.0184 -0.05
C 1.667 -2.848 1.298 -0.1271 -0.2224 0.0667 0.00
C -1.775 -1.948 0.494 -1.1410 0.2262 0.6021 -0.41
O -2.898 -1.583 0.779 1.2935 -0.4774 -0.6130 0.13
H -1.700 -2.399 3.285 0.4187 -0.0693 0.0150 0.13
H 0.463 -3.002 4.505 0.0273 0.0086 -0.3373 0.11
H 2.569 -3.280 3.212 -0.1256 0.0785 -0.0455 0.10
H 2.574 -2.882 0.694 -0.1273 -0.0884 0.3183 0.13

Record 2
59
Properties=species:S:1:pos:R:3:forces:R:3:lowdin_charge:R:1 method="wB97M-V/def2-TZVPD" s2=2.0047 charge=-2 orbital_gap_ev="5.09 / 5.04" multiplicity=3 e_homo_ev="-2.212 / -2.165"
Ni -0.992 0.088 1.016 -0.1750 0.6274 0.5535 0.59
O 3.288 -0.872 2.202 -0.6378 0.3272 0.0060 0.06
C 3.359 -2.016 1.512 -0.1145 -0.3813 -0.1127 -0.27
C 4.579 -2.701 1.542 -0.0630 -0.0027 0.0026 -0.03
C 4.725 -3.911 0.894 0.0187 -0.0387 -0.0275 -0.12
C 3.662 -4.468 0.189 0.0159 0.0333 0.0351 -0.12
C 2.462 -3.779 0.132 0.0341 -0.0325 -0.0352 -0.05
C 2.282 -2.558 0.777 0.1338 0.1730 -0.0343 -0.07
C 0.989 -1.820 0.637 0.0504 -0.0372 0.4329 -0.48
O 0.729 -0.898 1.503 0.6151 -0.1449 -0.0734 -0.14
N 0.195 -2.199 -0.327 -0.2801 0.1033 -0.1300 0.07
N -0.926 -1.362 -0.363 0.3027 -0.3032 -0.1464 -0.07
C -1.785 -1.614 -1.271 -0.1618 0.1394 -0.0357 -0.08
C -2.977 -0.825 -1.514 0.1083 -0.0393 -0.0137 -0.14
C -3.820 -1.264 -2.544 -0.0412 -0.0303 -0.0341 -0.09
C -4.953 -0.581 -2.925 -0.0009 0.0070 0.0325 -0.15
C -5.255 0.613 -2.253 0.0014 -0.0026 0.0060 -0.13
C -4.454 1.083 -1.245 -0.0078 -0.0283 0.0105 -0.03
C -3.277 0.394 -0.811 -0.0068 -0.0874 -0.0146 -0.36
O -2.590 0.884 0.145 -0.1067 -0.0115 -0.1047 -0.11
H 2.346 -0.550 2.128 0.2619 -0.0949 -0.0655 0.10
H 5.398 -2.250 2.088 -0.0029 -0.0007 0.0210 0.11
H 5.679 -4.426 0.934 0.0072 0.0013 -0.0012 0.09
H 3.775 -5.415 -0.323 -0.0013 -0.0070 -0.0039 0.08
H 1.627 -4.166 -0.438 0.0087 0.0262 0.0056 0.10
H -1.597 -2.469 -1.923 -0.0032 0.0201 -0.0275 0.12
H -3.546 -2.180 -3.061 0.0039 0.0042 -0.0005 0.10
H -5.580 -0.944 -3.729 -0.0007 -0.0031 -0.0070 0.07
H -6.134 1.181 -2.542 -0.0042 0.0141 0.0088 0.08
H -4.677 2.010 -0.731 -0.0063 0.0122 -0.0067 0.10
Se -4.902 0.556 4.315 -0.1536 0.1763 0.0879 1.10
N -4.749 -1.122 4.880 0.0196 -0.1374 0.0381 -0.26
C -3.800 -1.650 4.137 0.0633 -0.2879 0.0301 -0.40
C -3.352 -3.015 4.221 -0.2275 0.2802 0.1425 -0.02
C -2.390 -3.406 3.369 0.2482 0.0821 -0.2959 -0.03
C -1.820 -2.465 2.425 0.0198 -0.2646 0.1401 -0.07
N -2.178 -1.232 2.317 -0.1933 0.3358 0.1165 0.12
C -3.187 -0.785 3.150 0.1406 -0.0549 -0.1262 -0.41
N -3.654 0.439 3.089 0.1615 -0.0487 -0.1367 -0.19
H -3.794 -3.685 4.947 -0.0311 0.0330 0.0117 0.11
H -2.018 -4.422 3.375 0.0443 0.0218 -0.0320 0.10
H -1.028 -2.790 1.756 -0.0467 -0.0591 0.0436 0.10
O 1.349 4.352 -4.955 0.0075 0.0062 -0.0323 -0.34
S 2.283 3.522 -4.228 -0.0395 -0.0435 -0.0176 0.59
O 3.399 3.014 -4.995 0.0120 0.0044 -0.0333 -0.35
N 1.542 2.355 -3.398 0.0257 -0.0836 0.1379 -0.13
C 1.688 2.486 -2.082 -0.0015 0.1202 -0.1057 -0.86
S 1.153 1.464 -0.879 0.0834 -0.0061 -0.1235 0.69
C 2.463 3.733 -1.708 -0.0747 -0.1048 0.0476 -0.24
C 2.748 4.222 -0.443 0.0486 0.0128 0.0225 -0.04
C 3.481 5.397 -0.343 -0.0065 -0.0105 -0.0147 -0.09
C 3.923 6.070 -1.483 -0.0055 -0.0204 -0.0006 -0.11
C 3.625 5.583 -2.750 -0.0031 -0.0164 0.0328 -0.06
C 2.889 4.415 -2.825 0.0477 0.1255 0.0046 -0.24
H 2.392 3.679 0.423 0.0014 0.0001 -0.0040 0.10
H 3.714 5.799 0.636 0.0079 0.0032 0.0002 0.09
H 4.500 6.982 -1.380 -0.0071 0.0069 0.0095 0.09
H 3.954 6.095 -3.645 -0.0087 0.0042 -0.0073 0.11
F -0.761 1.424 2.377 -0.0807 -0.3178 -0.1755 -0.56

Record 3
65
Properties=species:S:1:pos:R:3:forces:R:3:lowdin_charge:R:1 method="wB97M-V/def2-TZVPD" charge=+3 orbital_gap_ev="6.09 / 6.09" multiplicity=1 e_homo_ev="-16.446 / -16.445"
Au -0.968 -1.051 1.231 -0.0276 -0.0075 -0.0268 1.40
Br -0.288 0.224 7.646 -0.0009 0.0010 -0.0006 0.95
C -0.483 -0.092 5.832 -0.0013 -0.0006 -0.0115 -0.64
C -0.026 0.830 4.896 0.0019 0.0118 0.0014 -0.04
C -0.189 0.564 3.557 -0.0366 0.0044 0.0152 -0.06
N -0.804 -0.555 3.148 0.0714 -0.0558 0.0292 -0.05
C -1.210 -1.492 4.036 0.0066 -0.0161 -0.0120 -0.16
C -1.069 -1.278 5.387 -0.0228 0.0047 -0.0063 -0.01
C -1.703 -2.730 3.424 0.0028 0.0112 0.0190 -0.16
C -2.207 -3.797 4.128 0.0189 -0.0002 0.0022 -0.01
C -2.574 -4.957 3.445 0.0051 0.0090 -0.0083 -0.65
Br -3.260 -6.405 4.373 0.0021 -0.0006 0.0020 0.95
C -2.407 -5.004 2.068 -0.0031 -0.0096 0.0202 -0.04
C -1.913 -3.899 1.408 0.0263 0.0227 0.0031 -0.05
N -1.579 -2.784 2.070 -0.0457 0.0519 -0.0111 -0.03
H 0.461 1.745 5.202 0.0025 -0.0025 0.0054 0.13
H 0.176 1.233 2.796 0.0023 -0.0003 -0.0070 0.11
H -1.386 -2.024 6.100 -0.0044 -0.0027 0.0048 0.12
H -2.313 -3.745 5.202 0.0005 -0.0030 0.0062 0.12
H -2.660 -5.889 1.501 -0.0023 0.0016 -0.0005 0.13
H -1.763 -3.910 0.336 -0.0212 -0.0074 0.0585 0.07
N 1.426 -3.548 -2.226 0.0752 0.0263 -0.1135 0.13
C 0.619 -2.375 -2.658 0.0126 0.0109 0.0538 -0.18
P -1.026 -2.482 -1.844 0.0014 0.0864 -0.0643 0.50
O -1.241 -3.901 -1.489 0.0134 -0.0489 -0.1103 -0.30
O -1.286 -1.404 -0.767 -0.1246 -0.0334 0.0158 -0.45
C -2.115 -1.960 -3.244 -0.0443 0.0367 0.0261 -0.19
N -3.408 -1.327 -2.839 -0.0057 -0.0429 0.0097 0.16
H 0.803 -4.335 -2.007 0.0076 -0.0114 0.0071 0.14
H 1.889 -3.227 -1.324 -0.0558 -0.0666 0.2460 0.10
H 2.107 -3.837 -2.926 0.0161 0.0186 -0.0003 0.18
H 0.488 -2.401 -3.740 -0.0303 -0.0042 0.0084 0.12
H 1.151 -1.471 -2.375 0.0121 0.0633 -0.0463 0.11
H -2.332 -2.856 -3.826 0.0019 0.0001 -0.0138 0.12
H -1.615 -1.229 -3.879 0.0332 -0.0243 0.0169 0.10
H -3.917 -1.868 -2.139 0.0082 0.0022 0.0215 0.17
H -4.019 -1.213 -3.652 -0.0090 -0.0286 -0.0008 0.18
H -3.212 -0.375 -2.493 0.0105 0.0152 -0.0283 0.09
Cl 3.384 0.608 -0.382 -0.0185 0.0191 -0.0756 0.59
C 3.535 -0.976 0.445 -0.0075 -0.0081 -0.0113 -0.44
C 2.123 -1.465 0.712 -0.1508 -0.0702 0.1156 -0.72
O 1.655 -2.395 -0.001 -0.0271 -0.0895 -0.2087 -0.08
O 1.463 -0.891 1.600 0.2301 0.1544 0.0768 -0.10
H 4.083 -0.820 1.369 -0.0202 0.0462 0.0016 0.09
H 4.078 -1.637 -0.220 0.0226 -0.0109 0.0211 0.08
F -0.479 3.786 -3.862 -0.0037 0.0005 -0.0037 0.15
C 0.338 4.219 -2.910 0.0006 0.0017 0.0008 -0.13
C 1.111 5.309 -3.128 0.0007 -0.0014 -0.0026 -0.11
F 1.033 5.916 -4.281 0.0035 0.0006 -0.0046 0.20
C 2.025 5.814 -2.122 0.0035 -0.0034 -0.0020 0.01
C 2.040 5.078 -0.874 0.0097 -0.0035 0.0145 -0.11
C 1.257 3.993 -0.681 0.0056 -0.0036 0.0214 -0.14
F 1.284 3.353 0.488 0.0016 -0.0056 -0.0181 0.12
C 0.371 3.502 -1.681 -0.0244 0.0185 -0.0015 0.01
C -0.430 2.384 -1.456 -0.1554 -0.0096 0.1522 -0.11
C -0.446 1.601 -0.287 0.0320 0.0797 0.0822 -0.07
N -0.664 0.854 0.560 0.0201 -0.1831 -0.0879 0.11
C -1.376 1.805 -2.355 0.3478 -0.0279 -0.3799 -0.12
N -2.077 1.159 -3.000 -0.1565 0.0861 0.2041 0.21
F 2.822 5.474 0.097 -0.0045 -0.0010 -0.0085 0.19
C 2.818 6.910 -2.338 -0.0022 -0.0046 0.0036 -0.05
C 3.734 7.419 -1.366 0.0158 -0.0179 -0.0046 -0.11
N 4.496 7.862 -0.629 -0.0078 0.0118 0.0024 0.29
C 2.819 7.657 -3.555 -0.0291 0.0208 0.0065 -0.11
N 2.855 8.305 -4.503 0.0171 -0.0101 -0.0045 0.29

no.,largest force on an atom (eV/Å),molar mass (g mol⁻¹)
1,2.21,494.49
2,0.85,714.24
3,0.52,1005.68